C12H20FN3O4S | ωB97M-V with the def2-TZVPD basis set

Last column: Mulliken charge in e.
Element x y z (Å)
1 C 1.513 -3.288 -0.187  -1.949
2 C 1.987 -1.905 -0.568  1.369
3 C 3.141 -1.835 -1.361  -0.504
4 C 3.682 -0.624 -1.779  -0.552
5 C 3.049 0.559 -1.401  -0.687
6 C 1.909 0.505 -0.609  -0.496
7 C 1.365 -0.710 -0.177  0.339
8 C 0.156 -0.658 0.707  -1.269
9 N -0.973 -0.004 0.001  0.243
10 C -1.326 -0.711 -1.258  -0.777
11 C -2.386 -0.015 -2.099  -0.645
12 C -3.382 -0.985 -2.755  -0.618
13 O -3.596 -2.168 -2.015  -0.526
14 S -2.240 0.224 1.011  1.115
15 O -1.781 0.374 2.351  -0.659
16 O -3.338 -0.637 0.744  -0.614
17 F -2.676 1.639 0.563  -0.232
18 H 0.570 -3.308 0.338  0.343
19 H 1.394 -3.894 -1.081  0.391
20 H 2.287 -3.769 0.403  0.416
21 H 3.640 -2.744 -1.661  0.419
22 H 4.574 -0.625 -2.382  0.403
23 H 3.455 1.508 -1.712  0.417
24 H 1.440 1.435 -0.323  0.568
25 H -0.126 -1.634 1.085  0.447
26 H 0.410 -0.062 1.575  0.393
27 H -1.620 -1.731 -1.018  0.512
28 H -0.419 -0.790 -1.844  0.500
29 H -2.936 0.738 -1.548  0.248
30 H -1.887 0.518 -2.904  0.436
31 H -3.067 -1.280 -3.751  0.312
32 H -4.323 -0.451 -2.877  0.347
33 H -4.332 -2.052 -1.415  0.305
34 C 0.703 3.757 3.018  0.658
35 O 0.648 4.252 1.906  -0.645
36 N -0.031 2.661 3.370  -0.268
37 N 1.514 4.263 4.002  -0.391
38 H 0.003 2.237 4.277  0.149
39 H -0.641 2.266 2.680  0.113
40 H 2.065 5.067 3.772  0.232
41 H 1.576 3.874 4.922  0.156

total charge = 0
SMILES = Cc1ccccc1CN(CCCO)S(=O)(=O)F.NC(N)=O
energy = -38982.0582 eV
maximum force = 0.80 eV/Å